(1)
Molecular formula: C5H12N2O
Method: DFT, the ωB97M-V functional and the def2-TZVPD basis

Its HOMO energy is -8.6 eV. Its energy relative to the best compared isomer or geometry (same formula, charge and spin) is 73.86 kcal per mole. The SMILES is C[C@H](O)[C@@]1(N)N[C@H]1C. The calculation puts the calculated total energy at -382.38483 a.u.

Geometry as ORCA input:
```
! wB97M-V def2-TZVPD RIJCOSX def2/J DEFGRID3
* xyz 0 1
N 1.16528 -0.98289 -0.60842
H -0.60410 0.55343 -2.44779
H -0.50428 -2.08495 1.59627
H -0.86774 -0.64404 2.57787
H -0.62262 2.08026 -1.57712
H 1.95158 1.12235 -1.00853
C -1.13378 -1.20067 1.68014
H 0.60893 1.79194 -2.82265
N 1.18434 0.72341 1.25060
H -2.17124 -1.51547 1.77104
C 0.93868 0.72606 -1.00161
H 2.17057 -1.01674 -0.46802
C 0.49301 -0.02283 0.18022
H -1.55371 0.59237 0.53653
H 1.65942 0.09332 1.88839
H -0.84102 -1.60752 -1.00194
C -0.98986 -0.34096 0.42106
H 0.61820 1.39373 1.76142
O -1.53349 -0.99122 -0.70700
C 0.03183 1.33042 -2.02046
*
```

natural (NBO) population analysis, charges in e, atoms 1 to 8:
1. N -0.666
2. H 0.249
3. H 0.209
4. H 0.207
5. H 0.221
6. H 0.210
7. C -0.634
8. H 0.214

---

(2)
Molecular formula: C5H8N2
Method: DFT, the ωB97M-V functional and the def2-TZVPD basis

Its HOMO energy is -8.5 eV. Its energy relative to the best compared isomer or geometry (same formula, charge and spin) is 109.76 kcal per mole. The calculation puts the calculated total energy at -304.66059 a.u.

Geometry as ORCA input:
```
! wB97M-V def2-TZVPD RIJCOSX def2/J DEFGRID3
* xyz 0 1
H -1.97017 0.77911 2.31325
H -0.32128 -1.92327 1.44701
N 0.57341 -0.18623 -1.28508
C 0.71181 0.95605 -0.75341
H -1.45769 -0.76310 3.02277
C -0.79008 -1.01083 1.09756
C -1.11387 0.13781 2.50977
H 1.44654 -1.29166 -2.80634
H -0.11799 -0.57960 -3.18541
H -0.36466 0.61785 3.14485
C -0.21288 0.15640 1.05079
C 0.83835 -0.38906 -2.68326
H 1.11140 1.83896 -1.26899
N 0.32975 1.20441 0.58360
H 1.33736 0.45316 -3.18711
*
```

natural (NBO) population analysis, charges in e, atoms 1 to 8:
1. H 0.242
2. H 0.232
3. N -0.474
4. C 0.262
5. H 0.276
6. C -0.236
7. C -0.613
8. H 0.200

---

(3)
Molecular formula: C22H39F5IrN4OSeSi
Method: DFT, the ωB97M-V functional and the def2-TZVPD basis

Its HOMO energy (spin up / spin down) is -12.7 / -14.5 eV. Its expectation value of S² is 8.78. Its energy relative to the best compared isomer or geometry (same formula, charge and spin) is 27.11 kcal per mole. The calculation puts the calculated total energy at -4449.95067 a.u.

Geometry as ORCA input:
```
! wB97M-V def2-TZVPD RIJCOSX def2/J DEFGRID3
* xyz 2 6
C -1.34552 1.01643 1.51026
C -4.81202 -1.96947 1.71536
H 1.12098 1.53613 4.18866
C -0.68762 4.97113 -0.03434
H 3.65918 -2.25127 -2.68944
H -3.03142 -2.57147 -5.74034
H 2.19708 -0.93327 -1.10554
H 0.45758 4.86273 3.13016
H -3.54252 -2.79447 -3.34304
H 0.79198 -0.05677 4.35586
C 1.20668 5.20233 2.42316
C 2.60488 -2.49857 -2.57074
F -1.76902 1.54473 0.31266
H 2.83988 -4.57207 -2.14504
C 2.18318 5.29553 -0.54664
H -2.92412 -3.55937 -0.84974
C -4.99562 -2.11397 0.21526
C -1.04102 -1.83427 -5.44954
C -2.28632 -2.30227 -5.00874
H 2.18758 5.01503 2.84956
H -5.20342 -3.15787 -0.03314
H 2.21608 -2.78817 -3.54834
H 2.00668 6.35973 -0.46434
C -1.58162 -2.08857 -2.76114
H 3.18268 -4.47647 0.24136
C 3.61868 1.16623 3.05786
C -0.29582 -1.72557 -1.00314
F -3.27762 1.84543 2.68196
H 2.09758 -0.40407 -2.79584
C -2.61382 -2.55657 -0.53394
H -2.24072 -2.60877 0.49256
H -4.11582 -1.49057 -1.64334
F -1.98362 -0.21717 1.56276
C 2.79628 0.34783 4.05126
C -0.31972 -1.64297 -3.21014
C 2.46488 -3.69087 -1.62274
H 1.97928 4.95883 -1.55364
C -3.81072 -1.60267 -0.60364
Se 0.34338 -1.69607 0.74566
C 3.24428 -3.54967 -0.32214
N 3.26398 0.75643 1.69126
H 2.97828 -0.71767 3.88996
H -0.63812 6.03653 -0.20604
H -3.99222 -2.58697 2.07956
C -1.95402 1.83673 2.64466
H 4.29248 -3.34057 -0.51604
N 0.45078 -1.43527 -2.09064
N 1.36548 0.60903 3.83916
F -1.51132 1.33793 3.81546
H -5.71862 -2.27097 2.22906
F -1.53292 3.10953 2.60446
C 1.87858 -1.22617 -2.11074
H -4.59252 -0.93777 1.98106
H 4.68638 1.02993 3.26126
H 3.65408 -0.16487 1.50486
H 3.10448 0.60483 5.06996
H -3.52052 -0.61997 -0.24084
O 1.23778 2.81963 0.59716
C -0.03742 -1.49957 -4.56404
H 1.09648 6.27753 2.32136
H 1.40808 -3.87477 -1.40084
H -0.85922 4.43673 -0.95734
H 0.91958 -1.14527 -4.91354
H -5.87772 -1.54287 -0.08434
H 3.67198 1.40143 1.02286
Ir 0.88038 0.80543 1.53076
H 3.20658 5.06743 -0.27664
H 2.83648 -2.75137 0.30346
H 3.38348 2.22773 3.16966
H -0.86212 -1.74147 -6.50864
H -1.45542 4.73313 0.68846
N -1.52502 -2.13377 -1.38564
Si 1.02388 4.36183 0.72246
C -2.58242 -2.43147 -3.66724
*
```

Mulliken population analysis, charges in e, atoms 1 to 8:
1. C 0.398
2. C -1.014
3. H 0.288
4. C -0.783
5. H 0.510
6. H 0.437
7. H -0.031
8. H 0.322

---

(4)
Molecular formula: C23H22N3O3
Method: DFT, the ωB97M-V functional and the def2-TZVPD basis

Its HOMO energy is -3.4 eV. Its energy relative to the best compared isomer or geometry (same formula, charge and spin) is 0.00 kcal per mole. The calculation puts the calculated total energy at -1279.64793 a.u.

Geometry as ORCA input:
```
! wB97M-V def2-TZVPD RIJCOSX def2/J DEFGRID3
* xyz -1 1
H 2.45951 -1.39872 4.57207
C 0.08966 -3.08065 -0.56744
C 2.48555 -4.69611 -1.05209
C 0.39758 -0.98598 4.14114
H 1.61002 2.24525 2.38551
H -7.49038 2.87101 2.36123
H -6.65621 0.63097 2.28463
C -0.09051 0.98429 2.82382
C -3.94529 -1.55291 0.28016
H 0.96692 -3.94271 2.62843
C 2.20429 0.44241 3.42984
H 3.28553 -5.43204 -0.88367
H -1.24894 -3.01902 3.05818
C -0.86526 -2.98360 2.03594
C 0.88655 -3.59125 0.47886
C -1.06696 -2.35463 -0.27543
C 0.38605 -3.52894 1.80457
H 3.99953 -3.36409 0.76676
C -2.95019 -1.71436 1.41190
C -6.40943 2.75690 2.24628
C -0.52570 -0.20262 3.42692
O -2.38086 -1.22830 4.47240
N -6.34343 -0.67366 0.57691
N -3.89956 -2.93319 -1.90333
O -4.64171 1.14522 2.34351
C 3.22004 -4.03919 1.16422
H 3.68708 -5.02693 1.29556
C -1.59170 -2.34598 1.02221
C 1.27313 1.31109 2.83991
C 1.76177 -0.71158 4.08631
H -2.41924 0.38666 1.62114
H 0.03357 -1.84157 4.70830
C -1.96840 -0.66037 3.46700
N 2.11579 -4.14984 0.23602
H 2.86564 -3.91779 -1.73532
H -1.53902 -1.77267 -1.06191
H 1.62724 -5.19439 -1.52301
C -4.23064 -0.08080 2.73264
O -4.93046 -0.83204 3.38804
C -6.02292 1.39688 2.75038
H -5.92454 3.53051 2.84804
C -5.22157 -1.03066 0.51211
H -0.82834 1.64909 2.36504
C -3.89436 -2.31316 -0.90453
H 0.41125 -3.21534 -1.59955
H 2.89435 -3.65654 2.13798
H -6.16019 2.88278 1.18652
H -6.06725 1.30907 3.84386
H 3.26982 0.67913 3.41513
C -2.82346 -0.44479 2.22695
H -3.43727 -2.43760 2.10462
*
```

natural (NBO) population analysis, charges in e, atoms 1 to 8:
1. H 0.209
2. C -0.282
3. C -0.401
4. C -0.153
5. H 0.210
6. H 0.207
7. H 0.244
8. C -0.126

---

(5)
Molecular formula: C25H28N2O6
Method: DFT, the ωB97M-V functional and the def2-TZVPD basis

Its HOMO energy is -7.2 eV. Its energy relative to the best compared isomer or geometry (same formula, charge and spin) is 544.23 kcal per mole. The SMILES is COc1ccc([C@@H]2/C(=C(\O)c3ccc4c(c3)OCCO4)C(=O)C(=O)N2CCCN(C)C)cc1. The calculation puts the calculated total energy at -1529.62099 a.u.

Geometry as ORCA input:
```
! wB97M-V def2-TZVPD RIJCOSX def2/J DEFGRID3
* xyz 0 1
C 1.85654 4.34226 0.36517
N 2.07658 -0.79337 0.62098
H 2.10494 2.01837 -1.93493
H 2.50307 7.48280 0.08517
H 1.92355 6.58443 -1.17274
H -1.84272 1.35606 -1.72449
H 3.36318 -3.03746 1.01022
H 3.08560 -5.58328 0.08819
C -5.26754 -0.80022 0.17047
C 1.88670 2.35529 -0.97719
H 3.25365 -5.82806 -1.62323
O -1.03822 -1.73143 1.95483
O 2.08787 5.78555 0.66855
C 1.91826 -3.70282 -0.91534
N 3.12889 -3.73839 -0.68727
H -2.12720 -2.29931 -0.27022
C -4.34104 -1.84427 0.20496
C 2.47304 6.56904 -0.20533
H 3.95516 -0.88926 1.83790
H 0.71028 1.78601 2.03124
H -3.30946 2.01616 -0.38351
H -7.80371 1.91516 0.08493
O -6.50656 -1.13378 0.35966
H 5.22199 -1.41267 -0.29762
H 1.52851 -0.17311 -1.31691
H 1.37006 -3.79248 -0.12040
C 3.98961 -3.10345 0.28292
H 3.84910 0.54770 0.68389
C -7.14284 0.92692 -0.07682
O -0.97186 1.08517 -1.76310
H 1.53761 -4.32354 -1.73354
C 1.26185 3.58396 1.32163
H 4.91546 -3.42066 0.26231
H 1.49477 -2.47674 -1.09322
C 1.35398 -1.18851 1.69768
H 3.82465 -1.34609 -1.37279
C 1.36743 1.50647 0.15045
H -4.56182 -3.10685 0.16486
C 3.46345 -5.26563 -0.75686
H -7.37699 0.69788 -1.15688
C 3.47676 -0.52618 0.73080
H 1.11598 3.96851 2.35540
C 1.12456 2.22895 1.09034
H 4.58950 -5.51490 -0.81232
H -7.15829 0.01096 1.81894
C -3.63793 0.76047 -0.40686
H -8.41991 -0.72301 0.72888
C -7.45225 -0.26098 0.90010
H 2.52124 4.49941 -1.62809
H 3.58370 6.28439 -0.30559
C -2.96504 -1.38365 -0.44006
C -0.21044 -1.13769 1.41215
O -5.87856 1.40691 -0.20101
C -1.10987 0.29053 -0.66559
C -0.18237 -0.33846 0.16582
C -5.03416 0.52222 0.06912
C -2.63292 -0.16865 -0.23060
C 3.97783 -1.42788 -0.19943
O 1.77190 -1.92708 2.46333
C 1.16516 0.24182 -0.32027
C 2.13932 3.62642 -0.98868
*
```

natural (NBO) population analysis, charges in e, atoms 1 to 8:
1. C 0.320
2. N -0.460
3. H 0.212
4. H 0.179
5. H 0.140
6. H 0.497
7. H 0.190
8. H 0.171